one | Molecular formula: C5H7N
Method: DFT, ωB97M-V/def2-TZVPD

Properties
Kohn-Sham gap (spin up / spin down) = 8.119 / 8.117 eV
E_HOMO (spin up / spin down) = -8.0 / -8.0 eV

The geometry in ORCA input format:
```
! RIJCOSX wB97M-V def2-TZVPD def2/J DEFGRID3
* xyz 0 1
C -1.78 0.12 0.01
C -1.10 -0.85 0.74
C -0.52 0.73 -0.25
C 0.12 1.77 -1.25
C 1.37 -1.05 0.39
N 0.17 -0.33 0.54
H -2.76 0.55 -0.14
H -1.42 -1.50 1.45
H 1.12 1.95 -1.20
H -0.56 2.46 -1.64
H 2.31 -0.47 0.92
H 1.28 -1.94 1.10
H 1.76 -1.44 -0.69
*
```



two | Molecular formula: C5H7N
Method: DFT, ωB97M-V/def2-TZVPD

Properties
Kohn-Sham gap = 9.937 eV
SMILES = CC=C=N.C#C
E_HOMO = -9.1 eV

The geometry in ORCA input format:
```
! RIJCOSX wB97M-V def2-TZVPD def2/J DEFGRID3
* xyz 0 1
C 2.61 0.47 -0.28
C 1.44 0.11 0.60
C 0.54 -0.79 0.27
N -0.35 -1.56 -0.10
H 3.52 -0.03 0.06
H 2.43 0.18 -1.31
H 2.79 1.55 -0.25
H 1.33 0.57 1.58
H -0.18 -2.54 0.13
C -3.98 0.93 -0.15
C -3.10 0.12 -0.18
H -4.77 1.66 -0.13
H -2.29 -0.59 -0.22
*
```



Computed stability ranking, most favorable first: two, one



one | Molecular formula: C5H7N
Method: DFT, ωB97M-V/def2-TZVPD

Properties
Kohn-Sham gap (spin up / spin down) = 7.655 / 7.659 eV
E_HOMO (spin up / spin down) = -8.0 / -8.0 eV

The geometry in ORCA input format:
```
! RIJCOSX wB97M-V def2-TZVPD def2/J DEFGRID3
* xyz 0 1
C -0.26 0.37 -0.66
C 1.17 0.31 -0.40
C -0.26 -0.36 0.80
C 0.66 1.64 -0.53
C -0.27 -1.68 0.94
N -1.35 0.30 -1.38
H -1.80 -0.61 -1.23
H 1.93 -0.25 0.13
H -0.54 0.34 1.58
H 0.06 -2.33 0.14
H 0.59 2.35 0.29
H 0.70 2.07 -1.53
H -0.61 -2.15 1.85
*
```



two | Molecular formula: C5H7N
Method: DFT, ωB97M-V/def2-TZVPD

Properties
Kohn-Sham gap = 9.238 eV
SMILES = Cc1cc[nH]c1
E_HOMO = -8.1 eV

The geometry in ORCA input format:
```
! RIJCOSX wB97M-V def2-TZVPD def2/J DEFGRID3
* xyz 0 1
C -0.38 -0.72 1.74
C -0.27 -0.01 0.44
C -0.42 -0.74 -0.77
C 0.16 -0.01 -1.77
N 0.64 1.15 -1.21
C 0.37 1.16 0.14
H 0.28 -1.57 1.53
H -0.07 -0.12 2.59
H -1.37 -1.14 1.96
H -0.94 -1.68 -0.85
H 0.27 -0.22 -2.82
H 1.02 1.92 -1.74
H 0.70 1.98 0.77
*
```



three | Molecular formula: C5H7N
Method: DFT, ωB97M-V/def2-TZVPD

Properties
Kohn-Sham gap = 9.923 eV
SMILES = CC=C=N.C#C
E_HOMO = -9.1 eV

The geometry in ORCA input format:
```
! RIJCOSX wB97M-V def2-TZVPD def2/J DEFGRID3
* xyz 0 1
C -0.63 1.13 2.38
C 0.30 1.23 1.21
C -0.07 1.07 -0.04
N -0.39 0.81 -1.20
H -0.76 2.11 2.87
H -1.62 0.77 2.08
H -0.24 0.43 3.13
H 1.35 1.46 1.38
H -0.71 1.63 -1.73
C 0.89 -3.20 -2.70
C 0.50 -2.12 -2.35
H 1.24 -4.16 -3.02
H 0.15 -1.16 -2.02
*
```



four | Molecular formula: C5H7N
Method: DFT, ωB97M-V/def2-TZVPD

Properties
Kohn-Sham gap = 10.396 eV
E_HOMO = -9.5 eV

The geometry in ORCA input format:
```
! RIJCOSX wB97M-V def2-TZVPD def2/J DEFGRID3
* xyz 0 1
C -3.27 -0.49 0.49
C -0.03 -0.59 -0.85
C -0.74 -0.06 0.16
C 1.45 -0.25 -1.12
C -0.17 0.75 1.29
N -2.12 -0.32 0.33
H -0.43 -1.30 -1.52
H 1.81 -0.32 -2.14
H 2.00 -0.90 -0.46
H 1.58 0.73 -0.83
H 0.31 0.03 2.03
H -0.96 1.35 1.76
H 0.58 1.36 0.87
*
```



Computed stability ranking, most favorable first: two, four, three, one